Formula: C36H25BrN8O2S2Sc
Source: the OMol25 dataset
Level of theory: ωB97M-V/def2-TZVPD

Values from the calculation:
HOMO-LUMO gap: 6.6 eV
multiplicity: 1
HOMO energy: -4.61 eV
charge: -1
relative energy (zero: lowest compared OMol25 entry of this formula, charge and spin): 16.0 kcal per mole

Positions of all 75 atoms, in Å:
Sc -0.2944 -0.1940 1.0715
C -1.4508 -2.8127 -2.4853
C -1.4352 -2.1903 -1.1994
N -0.3261 -1.6149 -0.7298
C 0.7852 -1.6002 -1.4665
C 0.7889 -2.0628 -2.8459
C -0.3443 -2.7137 -3.2891
C 1.8560 -1.7377 -3.7062
C 2.9954 -1.1041 -3.1724
C 2.9649 -0.6762 -1.8001
C 1.9912 -0.9909 -0.9029
N 1.7908 -0.6737 0.3685
C 2.8760 -0.4268 1.1854
C 4.2001 -0.6574 0.9421
C 5.2193 -0.3209 1.8555
C 4.8967 0.2767 3.0667
C 3.5224 0.4962 3.4102
C 3.1320 0.8680 4.6815
C 1.8014 1.0728 4.9435
C 0.8671 0.8564 3.8941
N 1.2139 0.4073 2.7243
C 2.5326 0.1975 2.4179
H -2.4364 -3.1699 -2.8694
H -2.2652 -2.2020 -0.4963
H -0.4798 -2.9085 -4.3171
H 1.8776 -2.1779 -4.6797
H 3.8607 -0.8304 -3.7314
H 3.7336 0.0619 -1.4675
H 4.4808 -1.1616 0.0009
H 6.2316 -0.4263 1.7173
H 5.7260 0.4098 3.7292
H 3.9463 1.0364 5.4633
H 1.4626 1.4311 5.9237
H -0.2510 1.1427 4.0803
N -0.6459 1.7355 -6.7066
C 0.5544 2.1856 -7.2210
C 1.4526 2.1969 -6.2201
N 0.8290 1.8496 -5.0088
C -0.4214 1.5460 -5.3438
C -1.5090 1.0667 -4.5276
N -2.7458 0.7324 -4.8773
C -3.3651 0.4107 -3.6739
C -2.4490 0.5052 -2.6229
N -1.3284 1.0108 -3.1607
H -1.4568 1.3541 -7.2250
H 0.6265 2.3920 -8.3261
H 2.4883 2.5206 -6.3079
H -4.3751 0.0524 -3.7059
H -2.5957 0.4175 -1.5592
H -0.5708 1.3739 -2.6378
S -0.2068 1.8200 -0.3784
C -1.6651 2.7883 -0.0813
C -1.8041 4.1044 -0.5614
C -3.0006 4.7987 -0.3450
C -3.9579 4.2738 0.5798
C -3.7667 3.0157 1.1597
C -2.6427 2.2361 0.7522
S -2.5343 0.6206 1.4566
H -1.0660 4.3748 -1.2741
H -3.2810 5.6961 -0.9240
H -4.8021 4.8366 0.9277
H -4.4694 2.5296 1.8089
Br 1.1708 -5.0577 6.0421
C -0.3201 -3.9225 5.7551
C -0.9594 -3.3478 6.8272
N -1.9488 -2.4603 6.6223
C -2.2467 -2.0902 5.4246
C -1.5770 -2.5937 4.2782
C -0.5727 -3.5017 4.4525
C -2.0913 -2.1240 2.8640
O -3.2669 -2.3089 2.5804
O -1.1148 -1.6987 2.1569
H -0.7626 -3.6704 7.8088
H -3.0895 -1.3488 5.2270
H 0.0183 -3.9237 3.6478

Löwdin population analysis, charges in e, atoms 1 to 5:
1. Sc 0.56
2. C -0.04
3. C -0.09
4. N 0.03
5. C -0.14



Formula: C22H28NS2
Source: the OMol25 dataset
Level of theory: ωB97M-V/def2-TZVPD

Values from the calculation:
HOMO-LUMO gap: 5.6 eV
multiplicity: 1
HOMO energy: -10.53 eV
charge: +1

Positions of all 53 atoms, in Å:
C 4.4950 -0.2218 -0.3413
C 4.2874 1.1483 -0.4436
C 3.2461 1.7852 0.2758
C 3.1564 3.1952 0.3750
C 2.1518 3.7897 1.1198
C 1.1750 2.9913 1.7392
C 1.1120 1.6105 1.5015
C -0.1210 0.8517 1.9521
C -1.0123 0.0426 0.9431
C -2.4151 -0.0510 1.5264
C -3.2661 1.0415 0.8715
C -2.4421 2.3337 0.6396
C -1.3126 2.0668 -0.3531
N -1.0934 0.5483 -0.4558
C -2.3631 0.2229 -1.2816
C -3.6423 0.5151 -0.5205
C 2.2529 0.9653 0.9410
C 2.4863 -0.4249 1.0290
C 3.5935 -1.0043 0.4050
H 5.3422 -0.6939 -0.8392
H 4.9419 1.7666 -1.0644
H 3.9178 3.7959 -0.1407
H 2.1176 4.8732 1.2308
H 0.4280 3.4600 2.3746
H 0.2071 0.1250 2.7266
H -0.7556 1.5674 2.5028
H -0.5300 -0.9481 0.8950
H -2.8126 -1.0550 1.3573
H -2.3893 0.0860 2.6092
H -4.1555 1.2567 1.4675
H -3.1038 3.1011 0.2152
H -2.0557 2.7436 1.5742
H -1.6018 2.4150 -1.3521
H -0.3816 2.5534 -0.0853
H -2.2567 0.8427 -2.1900
H -2.3978 -0.8142 -1.6647
H -4.2167 -0.4115 -0.4435
H -4.2452 1.2303 -1.0834
H 1.8056 -1.0262 1.6371
H 3.7484 -2.0839 0.4855
C -0.2556 -4.5586 -1.4561
C 1.1056 -3.8714 -1.3011
S 1.3360 -2.0512 -1.3261
C -0.1456 -1.2619 -1.2604
S -1.4576 -2.2740 -0.7233
C -1.3519 -3.6157 -1.9324
H -0.1360 -5.3609 -2.1963
H -0.5489 -5.0043 -0.5019
H 1.6016 -4.1916 -0.3709
H 1.7467 -4.1747 -2.1451
H -0.2635 -0.5481 -2.0771
H -1.1700 -3.2114 -2.9372
H -2.3554 -4.0666 -1.9079

Löwdin population analysis, charges in e, atoms 1 to 5:
1. C -0.07
2. C -0.02
3. C -0.15
4. C -0.02
5. C -0.06



Formula: C29H45N5O2Si4Tb
Source: the OMol25 dataset
Level of theory: ωB97M-V/def2-TZVPD

Values from the calculation:
HOMO-LUMO gap (alpha / beta): 6.1 / 6.0 eV
multiplicity: 7
HOMO energy (alpha / beta): -9.77 / -9.62 eV
charge: +1
relative energy (zero: lowest compared OMol25 entry of this formula, charge and spin): 0.0 kcal per mole
expectation value of S²: 12.683

Positions of all 86 atoms, in Å:
Tb -0.5443 -0.1868 -0.2909
C 3.6354 -0.2654 1.9456
C 2.5141 -0.4896 0.9934
N 1.2710 -0.2822 1.2797
N 0.9744 0.1473 2.5474
C -0.2698 0.5553 2.6478
O -1.1047 0.5845 1.6541
C -0.7356 1.0463 3.9571
C -2.0483 1.4963 4.0830
C -2.5095 1.9534 5.3059
C -1.6630 1.9619 6.4056
C -0.3542 1.5145 6.2833
C 0.1118 1.0581 5.0638
C 2.7600 -0.9833 -0.3740
C 4.0411 -1.2583 -0.8335
C 4.2104 -1.7275 -2.1268
C 3.0998 -1.9103 -2.9302
C 1.8543 -1.6059 -2.4037
N 1.6789 -1.1571 -1.1636
H 3.2532 0.0779 2.9001
H 4.3226 0.4831 1.5462
H 4.2008 -1.1862 2.0985
H -2.6947 1.4931 3.2160
H -3.5263 2.3078 5.4019
H -2.0227 2.3194 7.3606
H 0.3035 1.5244 7.1413
H 1.1277 0.7054 4.9588
H 4.8925 -1.1053 -0.1889
H 5.2009 -1.9468 -2.4999
H 3.1845 -2.2702 -3.9441
H 0.9582 -1.7224 -3.0014
N 0.7185 -4.0719 4.9454
C -0.0731 -3.6686 4.2210
C -1.0620 -3.1568 3.3187
C -2.4065 -3.0892 3.6648
C -3.2973 -2.5673 2.7422
C -2.8100 -2.1135 1.5298
N -1.5157 -2.1625 1.1942
C -0.6633 -2.6910 2.0704
H -2.7382 -3.4371 4.6332
H -4.3527 -2.4991 2.9614
H -3.4818 -1.6762 0.7978
H 0.3822 -2.7343 1.7863
O -1.4156 -2.1346 -1.7364
H -1.3834 -3.0877 -1.5938
H -1.9615 -1.9731 -2.5188
C -3.9629 -0.1245 -2.6870
Si -2.6742 0.8531 -3.6907
C -3.6256 1.9992 -4.8301
C -1.7295 -0.3928 -4.7635
Si -1.1945 1.8429 -2.1825
Si 0.6802 2.8344 -3.1693
C 0.2881 4.4070 -4.1148
C 1.5376 1.6218 -4.3294
C 1.9062 3.2167 -1.7838
Si -2.3567 3.4156 -0.8814
C -3.1171 4.8127 -1.8789
C -3.7411 2.5168 0.0372
C -1.1792 4.1199 0.4074
H -4.3770 -0.9595 -3.2567
H -4.7965 0.5281 -2.4274
H -3.5813 -0.5163 -1.7380
H -4.3970 1.4481 -5.3722
H -2.9680 2.4680 -5.5616
H -4.1132 2.7944 -4.2683
H -2.3986 -1.1067 -5.2476
H -0.9765 -0.9463 -4.1982
H -1.1898 0.1291 -5.5528
H -0.3636 4.2002 -4.9645
H 1.2045 4.8632 -4.4960
H -0.2142 5.1387 -3.4830
H 0.8685 1.2395 -5.0983
H 1.9321 0.7696 -3.7736
H 2.3772 2.1086 -4.8287
H 1.6159 4.0971 -1.2115
H 2.9053 3.3942 -2.1865
H 1.9766 2.3809 -1.0796
H -3.8395 4.4329 -2.6003
H -2.3614 5.3683 -2.4319
H -3.6360 5.5127 -1.2212
H -4.5386 2.2139 -0.6411
H -4.1812 3.1609 0.8004
H -3.3686 1.6216 0.5452
H -0.4350 4.7752 -0.0457
H -0.6460 3.3222 0.9306
H -1.7225 4.6996 1.1556

Löwdin population analysis, charges in e, atoms 1 to 5:
1. Tb 1.48
2. C 0.00
3. C -0.25
4. N -0.08
5. N 0.08



Formula: C3H7N3O
Source: the OMol25 dataset
Level of theory: ωB97M-V/def2-TZVPD

Values from the calculation:
HOMO-LUMO gap: 10.3 eV
multiplicity: 1
SMILES: [H]/N=C(\O)N(C)N=C
HOMO energy: -9.59 eV
relative energy (zero: lowest compared OMol25 entry of this formula, charge and spin): 66.2 kcal per mole

Positions of all 14 atoms, in Å:
C 0.2648 1.8547 0.3325
N 0.0381 0.5865 -0.3192
C 0.8913 -0.4501 0.0212
C -1.7738 -1.0602 -0.3613
O 1.1034 -1.3634 -0.9592
N -1.3522 0.1123 -0.1619
N 1.3122 -0.5864 1.2139
H 0.6086 -1.1109 -1.7526
H 1.9651 -1.3632 1.3152
H 1.3059 2.1495 0.1741
H 0.1016 1.8037 1.4171
H -0.4536 2.5640 -0.0853
H -1.1719 -1.9691 -0.3222
H -2.8396 -1.1675 -0.5121

Löwdin population analysis, charges in e, atoms 1 to 5:
1. C -0.08
2. N -0.15
3. C -0.57
4. C -0.05
5. O 0.07



Formula: H12Na6O14S2
Source: the OMol25 dataset
Level of theory: ωB97M-V/def2-TZVPD

Values from the calculation:
HOMO-LUMO gap: 4.1 eV
multiplicity: 1
HOMO energy: -12.21 eV
charge: +2
relative energy (zero: lowest compared OMol25 entry of this formula, charge and spin): 9.3 kcal per mole

Positions of all 34 atoms, in Å:
Na 6.0018 10.1549 19.3963
Na 1.4798 8.4203 16.2020
Na 3.9452 7.7099 20.9003
Na 0.3698 12.4424 20.9322
Na 5.2584 10.3683 16.1824
Na 3.6520 11.1302 21.8346
S 6.8859 9.3790 22.1302
O 5.4781 9.2058 21.4890
O 6.6564 10.1957 23.3141
O 7.3944 8.0470 22.3730
O 7.6650 10.1004 21.0798
S 2.7329 10.5491 18.8438
O 3.3834 9.7632 19.9188
O 1.6251 9.8264 18.1658
O 2.1874 11.7771 19.4868
O 3.8109 10.8796 17.8692
O 0.6903 14.0720 18.9496
H 1.4547 13.4804 18.9358
H 0.2019 13.8700 18.1424
O 0.6003 8.0277 20.1038
H 1.1639 7.2528 20.0489
H 0.9327 8.6374 19.4222
O -0.9179 10.5021 17.0951
H -0.0419 10.5086 17.5011
H -0.7942 10.4124 16.1454
O -0.2607 6.8964 17.2063
H 0.0701 6.0476 17.5218
H -0.4116 7.4153 18.0129
O 4.3963 13.7432 17.4913
H 3.7965 13.0608 17.8158
H 4.9833 13.9462 18.2276
O 2.9618 6.9906 17.4052
H 3.7664 7.4104 17.7240
H 2.5838 6.5485 18.1728

Löwdin population analysis, charges in e, atoms 1 to 5:
1. Na 0.61
2. Na 0.67
3. Na 0.70
4. Na 0.81
5. Na 0.85



Formula: C21H24ClN3O4S
Source: the OMol25 dataset
Level of theory: ωB97M-V/def2-TZVPD

Values from the calculation:
HOMO-LUMO gap: 9.3 eV
multiplicity: 1
SMILES: CCC(=O)N1CCc2cc(S(=O)(=O)NCCC(=O)NCc3ccccc3Cl)ccc21
HOMO energy: -8.88 eV
relative energy (zero: lowest compared OMol25 entry of this formula, charge and spin): 0.0 kcal per mole

Positions of all 54 atoms, in Å:
C 4.4084 5.1643 3.5869
H 4.5725 6.0793 4.1507
H 5.2242 4.4769 3.7959
C 3.0771 4.5278 3.9933
C 2.8926 3.2198 3.2490
O 3.2944 2.1708 3.7041
N 2.2873 3.2957 2.0223
C 2.0995 2.2210 1.1571
C 2.4676 0.8929 1.3275
C 2.1693 -0.0045 0.3130
C 1.5173 0.4200 -0.8281
C 1.1530 1.7458 -1.0098
C 1.4511 2.6428 -0.0095
C 1.1866 4.1162 0.0529
H 1.7255 4.6390 -0.7387
H 0.1254 4.3372 -0.0658
C 1.7021 4.5083 1.4486
H 0.8813 4.8553 2.0843
H 2.4521 5.2993 1.3882
H 0.6470 2.0394 -1.9154
S 1.1255 -0.7586 -2.1037
O 0.0247 -0.2207 -2.8779
O 2.2965 -1.1460 -2.8260
N 0.6316 -2.0739 -1.1934
H -0.2601 -1.8852 -0.7549
C 0.6691 -3.3563 -1.8722
C -0.3670 -3.4909 -3.0000
C -1.7559 -3.2800 -2.4129
O -2.3989 -4.1734 -1.9027
N -2.1806 -1.9977 -2.4805
H -1.5421 -1.2869 -2.8223
C -3.3432 -1.5507 -1.7410
C -2.9466 -1.0798 -0.3604
C -1.9825 -0.0827 -0.2328
C -1.5298 0.3269 1.0085
C -2.0423 -0.2573 2.1549
C -3.0119 -1.2374 2.0537
C -3.4600 -1.6443 0.8045
Cl -4.6749 -2.8693 0.7339
H -3.4248 -1.6956 2.9386
H -1.6901 0.0508 3.1273
H -0.7763 1.0963 1.0797
H -1.5811 0.3727 -1.1266
H -4.0285 -2.3976 -1.6690
H -3.8224 -0.7387 -2.2945
H -0.1551 -2.7564 -3.7771
H -0.3053 -4.4965 -3.4157
H 0.5082 -4.1358 -1.1232
H 1.6767 -3.4456 -2.2823
H 2.4337 -1.0450 0.4024
H 2.9695 0.5751 2.2251
H 2.2525 5.2180 3.8220
H 3.1153 4.2849 5.0563
H 4.4284 5.4045 2.5260

Löwdin population analysis, charges in e, atoms 1 to 5:
1. C -0.08
2. H 0.08
3. H 0.08
4. C -0.15
5. C -0.44



Ordered largest force on an atom results: 3.71 3.14 1.15 2.84 2.40 1.04; unit eV/A.